# 1
16
Properties=species:S:1:pos:R:3 method="wB97M-V/def2-TZVPD" lumo_energy_ev="1.05 / 0.57" energy_ev=-7390.5181 max_force_ev_per_a=1.74 e_homo_ev="-7.8 / -6.5"
C 2.1570 0.2081 1.2356
C 1.0036 0.0520 0.2718
C -1.0391 -0.2834 -1.7796
C -1.8285 -0.4968 -0.5786
C -1.3119 0.3872 0.5337
O -0.0837 0.7876 0.8072
H 2.4582 1.2557 1.3292
H 3.0122 -0.3805 0.8919
H 1.8537 -0.1536 2.2231
H 1.1920 0.4583 -0.7358
H -0.9674 0.6972 -2.2317
H -0.3525 -1.0495 -2.1311
H -1.9941 -1.5444 -0.2956
H -2.8201 -0.0316 -0.6879
H 0.7274 -0.9989 0.1571
H -2.0066 1.0926 0.9908

---

# 2
13
Properties=species:S:1:pos:R:3 method="wB97M-V/def2-TZVPD" lumo_energy_ev=0.10 energy_ev=-79515.3790 max_force_ev_per_a=3.43 e_homo_ev=-10.0 smiles=Brc1cccnc1.F
Br 2.2917 1.6984 -1.2369
C 0.9113 0.5940 -0.4664
C -0.0989 0.0372 -1.2678
C -0.9371 -0.9389 -0.7154
C -0.7369 -1.3168 0.5593
N 0.3287 -0.9058 1.2759
C 1.0951 0.0791 0.7509
H -0.1019 0.2832 -2.3149
H -1.8062 -1.2638 -1.2081
H -1.3696 -2.0072 1.1097
H 1.9695 0.3679 1.2380
F -1.0366 2.1113 1.0979
H -0.5091 1.2613 1.1778